C4H17Ba2O5 | ωB97M-V/def2-TZVPD

Geometry as XYZ:
```
28
Properties=species:S:1:pos:R:3:forces:R:3:mulliken_charge:R:1
Ba -55.13140 -7.77045 -8.83334 0.3 0.0 -1.5 1.8734
Ba -52.61724 -10.03112 -6.23215 1.8 0.4 0.1 1.8451
O -50.09953 -8.95897 -5.67733 -1.6 0.9 1.4 -0.4942
O -52.54922 -8.48971 -8.36227 -1.9 0.0 1.2 -1.2202
O -53.69031 -9.72214 -10.44298 -1.9 1.5 0.4 -0.5067
O -50.38301 -8.40009 -10.02289 0.2 0.8 0.5 -0.5034
O -50.10412 -5.87383 -9.64619 -1.1 0.8 1.1 -0.5291
C -49.27340 -9.39983 -6.68995 1.2 -1.4 -1.8 -0.3951
C -50.18748 -9.59075 -10.71623 -0.2 -0.9 -0.6 -0.6816
C -50.81660 -5.58765 -8.46120 1.6 0.1 -0.1 -0.7125
C -53.70256 -11.11747 -10.76203 0.6 0.0 0.0 -0.5750
H -50.36391 -10.41731 -10.02792 0.1 -0.5 -0.1 0.2511
H -49.82955 -9.37952 -7.62718 0.0 -0.1 -0.3 0.0349
H -49.17803 -9.66607 -11.12052 0.0 0.2 0.3 0.3358
H -51.82935 -5.99065 -8.46416 -1.2 0.3 -0.3 0.2040
H -54.26792 -11.65768 -10.00267 0.2 -0.3 0.0 0.2605
H -48.95547 -10.41230 -6.44111 0.3 -0.1 -0.4 0.3609
H -49.51261 -8.48631 -5.08258 -0.4 0.3 0.8 0.3037
H -50.87169 -9.66878 -11.56112 -0.1 -0.1 -0.1 0.2763
H -52.31035 -7.56262 -8.55713 0.4 -0.2 0.5 0.0661
H -52.63449 -11.33382 -10.78475 -0.3 -1.0 -0.2 0.2519
H -53.03795 -9.52087 -9.76807 0.7 -0.1 -0.1 0.3725
H -50.36984 -6.11118 -7.61597 0.3 0.1 0.4 0.2494
H -50.17171 -6.83093 -9.67747 0.9 -0.2 -1.0 0.6461
H -51.17275 -8.43954 -9.47849 0.1 -0.6 -0.3 0.3188
H -50.80803 -4.52009 -8.24128 -0.3 -0.1 -0.2 0.3859
H -54.16632 -11.29237 -11.73281 0.2 0.2 0.1 0.2586
H -48.38455 -8.78859 -6.84620 -0.1 0.1 0.1 0.3227
```
Forces are in eV/Å.

Calculated values
2S+1 = 1
strongest force on any atom = 2.561 eV Å⁻¹
ΔE to the lowest compared entry with this formula, charge and spin = 43.69 kcal/mol
LUMO energy = -12.164 eV
net charge = +3
HOMO energy = -17.6 eV
total energy = -16020.5484 eV
orbital gap = 5.42 eV